(1)
7
Properties=species:S:1:pos:R:3 method="wB97M-V/def2-TZVPD" charge=0 gap_ev=9.611 smiles="ClC1=CC1"
Cl 2.3479 1.2838 -0.9851
C 0.7247 -0.3350 0.6967
C 1.3018 0.1896 -0.3091
C 0.0386 -0.6383 -0.5840
H -1.1564 -0.5263 -1.1156
H 0.7604 -0.8566 1.6123
H -0.0435 -1.3140 -1.3877

(2)
10
Properties=species:S:1:pos:R:3 method="wB97M-V/def2-TZVPD" charge=0 gap_ev=8.606
O -1.5474 1.1046 0.2035
N 3.0619 0.1088 -0.2962
C -1.7130 -0.1282 -0.0546
C 0.4959 1.2265 0.1080
C 1.9953 -0.3315 -0.1848
C -0.5708 -0.9381 -0.1618
C 0.5648 -0.1456 -0.0345
H -2.7149 -0.5716 -0.2234
H -0.5671 -1.9985 -0.3588
H 0.9953 1.6734 1.0025

(3)
62
Properties=species:S:1:pos:R:3 method="wB97M-V/def2-TZVPD" charge=0 gap_ev=9.674 smiles=OCCO.OCCO.CO.CO.CO.CO.CO.CO.CO
O 14.5117 -10.5902 -16.0741
O 17.0034 -9.0940 -16.3971
O 13.9398 -14.8972 -13.9687
O 10.5382 -11.5946 -9.3668
O 15.0755 -6.5411 -13.7942
O 13.1832 -8.6228 -9.3535
O 12.7117 -12.2311 -7.5517
O 17.8695 -10.9632 -13.5460
O 9.3072 -10.0421 -11.6275
O 15.0767 -10.6084 -13.2923
O 11.6287 -13.9508 -12.7788
C 16.2078 -7.2621 -13.3455
C 15.7270 -11.1448 -16.5309
C 16.5234 -10.1023 -17.2916
C 10.6944 -13.9873 -13.8427
C 11.1197 -11.3038 -10.6110
C 14.0699 -14.7500 -15.3915
C 18.3075 -10.4334 -12.2907
C 13.5723 -8.6086 -10.7262
C 14.8026 -11.7844 -12.5669
C 13.9626 -11.9289 -8.1312
C 10.1280 -11.1803 -11.7662
H 19.1960 -10.9313 -11.8894
H 15.0640 -5.6553 -13.4288
H 15.4703 -12.0090 -17.1504
H 12.7068 -8.6336 -11.3931
H 13.7543 -11.8239 -12.2716
H 14.0374 -10.8503 -8.3284
H 15.8788 -9.6385 -18.0422
H 16.2478 -8.2429 -13.8042
H 13.1209 -14.9895 -15.8716
H 17.5401 -10.5889 -11.5324
H 10.9971 -13.4249 -14.7267
H 11.6942 -10.3680 -10.6375
H 16.3558 -11.5312 -15.7183
H 9.7484 -13.6022 -13.4547
H 10.4370 -15.0255 -14.0982
H 12.6048 -7.8676 -9.2083
H 14.6546 -10.1833 -15.2053
H 16.0435 -10.5238 -13.3437
H 10.7123 -11.2130 -12.6928
H 18.5140 -9.3644 -12.3980
H 15.0444 -12.6880 -13.1368
H 15.3592 -11.9007 -11.6255
H 14.3341 -13.7241 -15.6390
H 17.3877 -10.5388 -17.8007
H 14.1616 -7.7265 -10.9937
H 12.0062 -12.0111 -8.1775
H 14.8760 -15.3865 -15.7572
H 9.8615 -9.2748 -11.4560
H 17.1392 -6.6983 -13.4757
H 18.6216 -10.8977 -14.1424
H 9.7329 -11.0716 -9.2789
H 11.8120 -12.0930 -10.9093
H 16.4171 -8.3364 -16.4659
H 16.1402 -7.3847 -12.2529
H 14.7222 -12.2383 -7.4211
H 13.9463 -15.8516 -13.8386
H 12.5107 -14.1207 -13.1688
H 9.5234 -12.0882 -11.7715
H 14.1221 -12.3907 -9.1144
H 14.1984 -9.4864 -10.8647

(4)
9
Properties=species:S:1:pos:R:3 method="wB97M-V/def2-TZVPD" charge=0 gap_ev=7.901
S -2.5291 -1.3104 -0.3748
S -0.3154 0.7001 -0.7992
F 2.5800 1.1801 0.2542
C -1.6754 -0.1656 -1.2717
C 1.8219 0.2232 0.8932
C 0.4312 0.1010 0.5895
H -2.3621 0.1360 -2.0879
H 2.5201 -0.3161 1.6218
H -0.4713 -0.5483 1.1748

(5)
7
Properties=species:S:1:pos:R:3 method="wB97M-V/def2-TZVPD" charge=0 gap_ev=8.986
N -0.2800 0.8781 0.3276
N -2.6021 -0.0916 0.1044
C -0.1401 -0.6171 0.3329
C -3.6583 0.0273 -0.2428
C -1.3036 -0.1105 0.3834
H 0.3658 -1.5412 0.2558
H -0.3155 1.4427 -0.5469

(6)
7
Properties=species:S:1:pos:R:3 method="wB97M-V/def2-TZVPD" charge=0 gap_ev="7.683 / 8.644" multiplicity=3
I -1.6930 -0.1538 -0.0021
N 0.1379 -2.1410 -0.1626
N 1.1430 -1.7448 0.2392
C -0.1619 1.1533 -0.1281
H -0.1528 -3.1633 -0.2148
H -0.1005 1.6808 0.7721
H -0.0186 1.9596 -0.8676

(7)
167
Properties=species:S:1:pos:R:3 method="wB97M-V/def2-TZVPD" charge=0 gap_ev=6.261 smiles="C#Cc1c2c(c(CCO)c(CCCS(=O)(=O)O)c1P(C)CC)N([PH2]=O)c1c(ccc(P(C)CC)c1OCCCC)S2.O=[N+]([O-])c1ccccc1.O=[N+]([O-])c1ccccc1.O=[N+]([O-])c1ccccc1.O=[N+]([O-])c1ccccc1.O=[N+]([O-])c1ccccc1.O=[N+]([O-])c1ccccc1"
S -0.0526 4.8571 2.4270
S 5.8230 1.8244 -2.4076
P -1.9647 -1.7141 2.4814
P 4.3915 7.1109 -1.1503
P -2.4012 4.2902 -0.1400
O -1.7487 9.6755 9.0512
O -0.8140 -8.6526 0.1408
O -4.0394 -3.2535 8.8268
O -4.1465 -2.7519 6.7177
O -0.7076 -9.1537 2.2503
O 1.3843 -5.7512 3.1348
O -3.4536 3.5974 0.7700
O -0.6952 -0.1356 -6.5925
O 7.1834 2.8430 -2.5187
O 5.9534 1.0391 -1.1165
O 3.3515 -4.8217 3.2920
O -6.9794 0.5719 -6.4905
O 0.2666 3.5900 -5.4605
O 0.0447 10.5967 8.2468
O -5.7884 -1.2289 -6.2653
O 1.2597 0.7874 -6.4010
O -1.9104 0.1798 -0.0769
O 5.6606 0.9326 -3.6254
N 2.5734 -5.6554 2.8261
N -6.1995 -0.1431 -5.8694
N -0.9680 3.2196 -0.2307
N -0.8625 9.7714 8.2090
N 0.4907 -0.0382 -6.8857
N -4.2590 -3.5364 7.6542
N -0.9287 -9.4370 1.0779
C -1.9115 7.8922 6.9904
C -1.9003 -13.0291 1.5173
C 0.5952 3.2662 -2.9970
C -5.2805 -6.5892 5.7366
C 2.8943 6.0541 -0.7368
C 1.0259 -0.9660 -7.8849
C 4.0803 -8.3498 -0.0799
C -5.4348 -7.5124 6.7676
C 0.1256 8.8843 6.1225
C 2.7394 -8.4097 0.2913
C -5.7311 0.3300 -4.5638
C -5.2200 -7.1319 8.0900
C 4.4438 -6.5372 1.4699
C -1.5798 -11.1800 -0.5513
C 1.4038 -0.2725 -2.2228
C -0.9659 2.4342 1.0356
C 0.1126 7.9756 5.0679
C 4.9324 -7.4193 0.5102
C -1.5168 -11.7238 1.8127
C 3.7118 8.3828 -2.4422
C 0.2451 4.0793 -0.3829
C 2.3519 5.1200 -1.9308
C 3.0549 5.0560 -3.3931
C -4.8777 1.2053 -2.0722
C -1.3806 0.1188 2.4294
C 4.3593 3.0003 -2.2166
C 3.9415 3.6904 -3.6116
C 2.8670 7.6067 2.8727
C -1.0636 0.2709 -1.2513
C 1.0738 4.1774 -1.7548
C 2.0294 -2.6944 -9.8089
C -0.9160 0.7429 3.7971
C 3.0976 -6.5965 1.8327
C -1.4241 0.9208 1.0384
C 0.8866 -2.4285 2.6277
C -0.2241 4.0586 -4.1441
C -4.4016 0.0007 -2.5848
C 0.6843 -2.7586 -9.4536
C 2.8750 -1.7722 -9.1971
C -1.3539 -10.8062 0.7743
C -4.6800 -4.9068 7.3493
C -1.9171 6.9896 5.9304
C -4.8271 -0.4429 -3.8339
C 2.3760 -0.9025 -8.2316
C 2.5641 6.7801 1.8794
C -0.5064 -2.8371 1.8993
C 0.8494 4.9933 0.7920
C 0.7234 -0.0717 -3.6749
C -0.9045 7.0296 4.9747
C -6.2036 1.5429 -4.0597
C -0.5268 3.0339 2.4381
C 0.5223 0.3107 -0.9837
C -2.4400 -2.1811 4.2690
C -0.8856 8.8333 7.0831
C 4.1424 9.5657 0.5060
C -2.1169 -13.4101 0.1953
C 5.0254 8.1956 0.2498
C -5.7741 1.9765 -2.8082
C -4.8406 -5.8257 8.3867
C -1.9603 -12.4882 -0.8367
C 2.2419 -7.5338 1.2521
C -4.9041 -5.2801 6.0234
C 2.1070 5.9342 0.6198
C -0.4716 2.2558 3.7984
C 0.1764 -1.8952 -8.4873
H -1.4739 1.1362 -1.9028
H 6.0966 8.5812 -0.0133
H -5.4508 -6.8915 4.7077
H 4.0631 8.0582 -3.5078
H -1.4614 -10.4719 -1.3653
H -2.0541 5.6111 0.3595
H 4.9100 3.9928 -4.1696
H -0.3567 -2.7497 0.7630
H 3.3949 8.3973 3.5363
H 1.5264 0.0851 -4.4942
H 3.0312 9.3770 0.2124
H -0.8738 -1.9561 -8.2201
H 4.4635 -9.0315 -0.8344
H -1.2648 -0.6962 -1.8780
H 4.2277 9.4104 -2.2632
H 5.9774 -7.3795 0.2187
H -6.1407 2.9154 -2.4041
H 1.4949 -1.4193 -2.0301
H 3.3660 2.9713 -4.3178
H 4.6951 3.7681 -1.4041
H -3.3593 -1.5283 4.5582
H 2.0804 -9.1382 -0.1714
H -3.7008 -0.5944 -2.0073
H 5.1186 7.6575 1.2761
H 1.4655 2.6187 -3.4294
H 0.7523 -1.8720 3.6258
H -0.7798 -3.9351 2.1653
H 0.5617 2.6491 -5.3987
H -0.0828 5.2025 -4.1329
H -5.3449 -7.8556 8.8896
H -4.7874 -4.5709 5.2100
H -2.1321 -12.7909 -1.8651
H 1.4859 -3.4194 2.8262
H 0.1420 -1.0488 -3.9337
H 0.0305 -3.4808 -9.9331
H 2.4209 -3.3664 -10.5678
H 3.0455 -0.1866 -7.7652
H -0.9084 0.1810 4.7999
H -0.1315 2.7437 4.7875
H -2.8163 -3.2812 4.2623
H 2.2781 5.0717 -4.2644
H -0.1490 2.4898 -2.5471
H -2.8901 4.3971 -1.5008
H -1.3539 3.7806 -4.1357
H 3.9232 -1.7291 -9.4764
H -2.7050 7.8477 7.7297
H -2.7092 6.2513 5.8505
H 0.8167 1.4397 -0.9033
H 1.5461 -1.7902 1.9313
H 4.1526 9.7452 1.6554
H -6.9023 2.1538 -4.6223
H -2.0269 -13.7516 2.3176
H -0.0319 0.7919 -3.7448
H 2.4737 0.1510 -2.2270
H -4.6734 -5.5436 9.4214
H 2.5602 8.4475 -2.4248
H -1.5382 -2.0185 4.9661
H -5.7233 -8.5349 6.5392
H 3.7732 5.9264 -3.6029
H 0.9246 9.6164 6.1827
H -2.4086 -14.4318 -0.0320
H 1.1946 -7.5920 1.5315
H 4.6131 10.4450 -0.0781
H -0.9079 6.3179 4.1525
H -1.3482 -11.4413 2.8471
H 5.1181 -5.8151 1.9194
H 3.5109 2.3557 -1.7791
H 0.8980 8.0024 4.3189
H -4.4502 -1.3850 -4.2194
H 7.9056 2.3638 -3.0191
H 0.8655 -0.1682 0.0078
H -4.5489 1.5444 -1.0927

(8)
77
Properties=species:S:1:pos:R:3 method="wB97M-V/def2-TZVPD" charge=+2 gap_ev="5.594 / 5.602"
Ir 0.0677 0.1724 0.1563
Cl -3.3072 -6.0144 1.1479
Cl -1.3646 -3.4566 -3.1699
S -1.3484 2.4755 2.5690
S -1.7183 1.8635 -2.4300
O -0.4020 -1.4970 -1.1969
O -1.3047 1.4056 1.4886
O 2.0846 0.1198 -0.9553
O -0.7639 1.6975 -1.2545
N -0.9245 -1.4719 1.4090
N 1.7834 -0.3354 1.6245
N 1.9761 0.4170 2.8057
N 3.6641 -0.1660 -2.5038
C 2.6424 4.6325 2.8476
C -4.3121 -0.8952 -3.7722
C 1.3999 0.4355 -3.2274
C -4.0457 -1.3103 -1.4138
C -1.1404 -1.4258 2.7076
C -2.2432 -3.5496 2.6859
C -4.6471 -1.6082 -2.6292
C -2.4941 -4.6669 0.4619
C -3.1430 3.1048 -0.3471
C 4.1700 -0.1089 -3.8764
C -2.2798 -4.6030 -0.8935
C -3.1234 -0.2783 -1.3294
C -1.5910 -3.5342 -1.4734
C 2.4113 0.1129 -2.1768
C 1.1739 3.1878 1.6074
C 0.2818 3.2312 2.6610
C -1.0764 -2.4854 -0.7031
C -3.0134 3.0576 -1.8620
C -2.8134 0.4375 -2.4720
C -2.1509 3.9600 1.8167
C -1.3559 -2.5335 0.6926
C 2.3568 3.9046 1.7008
C -3.3907 0.1368 -3.6977
C 1.7655 4.6169 3.9246
C -2.0432 -3.6126 1.2936
C 4.6158 -0.4407 -1.4283
C -2.0534 3.9650 0.2995
C -1.7835 -2.4621 3.3898
C 0.5736 3.9158 3.8324
H 5.5372 -0.8285 -1.8483
H -1.9186 -2.3950 4.4591
H 2.9476 0.4246 3.0957
H -3.1377 0.7176 -4.5764
H -4.7821 -1.1286 -4.7174
H 4.2019 -1.1835 -0.7482
H -0.1260 3.9023 4.6598
H 1.7942 0.4524 -4.2359
H 1.4030 0.0420 3.5495
H 0.5945 -0.2990 -3.1549
H -2.7529 -4.3580 3.1907
H -2.6605 -0.0300 -0.3815
H 2.4947 -0.0736 0.9428
H 3.0547 3.9065 0.8738
H -5.3906 -2.3919 -2.6813
H -2.1565 4.9924 -0.0562
H -2.6551 -5.3938 -1.5288
H 2.0018 5.1589 4.8294
H -3.9354 2.7393 -2.3451
H -1.6544 4.8203 2.2619
H -0.8019 -0.5394 3.2295
H -3.1899 3.9509 2.1496
H -4.1209 3.5214 -0.0953
H 4.0006 0.8706 -4.3219
H 1.8311 -1.3429 1.7714
H 4.8376 0.4727 -0.8723
H 0.9513 2.6048 0.7184
H -1.0686 3.6103 -0.0034
H -3.1100 2.0953 0.0635
H -4.3097 -1.8663 -0.5235
H 0.9734 1.4072 -2.9813
H 5.2409 -0.2811 -3.8628
H 3.7124 -0.8762 -4.5000
H -2.7309 4.0356 -2.2547
H 3.5487 5.2200 2.9035

Question: Which of these has the highest charge?
Answer: C29H35Cl2IrN4O4S2

Question: Which value of charge does entry 3 give?
Answer: 0

Question: Look up the charge of the seventh one.
Answer: 0

Question: Among the records above, which one has the highest charge?
Answer: C29H35Cl2IrN4O4S2